# 1
{"formula": "C4H8N2S2", "method": "ωB97M-V/def2-TZVPD", "elements": ["C", "C", "C", "C", "H", "H", "H", "H", "H", "H", "H", "H", "N", "N", "S", "S"], "coordinates": [[-2.7139, 0.3145, 0.2320], [-2.2501, -0.9203, -0.3051], [-0.9745, -1.3257, -0.6669], [0.5639, 0.5882, -0.6536], [-2.1240, 2.6346, 0.4434], [-1.5157, 1.4584, 1.8849], [-3.4042, 0.6904, -0.5748], [-3.4116, 0.0678, 1.0883], [-2.8992, -1.5426, -0.7938], [-0.8160, -2.3985, -0.9079], [2.3615, -0.8139, -0.5418], [-0.2285, 1.1818, -1.2151], [-1.7599, 1.4008, 0.6017], [0.2353, -0.5576, -0.2172], [1.5933, -1.4256, 0.5844], [1.8415, 1.4806, -0.1915]], "mulliken_charge": [-0.228, -0.346, -0.523, -0.039, 0.300, 0.280, 0.254, 0.301, 0.374, 0.376, 0.180, 0.215, -0.701, 0.037, -0.139, -0.342], "gap_ev": 8.04, "homo_energy_ev": -7.691, "charge": 0, "e_lumo_ev": 0.353, "e_above_lowest_ev": 5.362, "molar_mass_g_mol": 148.3}

---

# 2
{"formula": "C4H8N3", "method": "ωB97M-V/def2-TZVPD", "elements": ["C", "C", "C", "C", "N", "N", "N", "H", "H", "H", "H", "H", "H", "H", "H"], "coordinates": [[2.3622, -0.3798, 0.3516], [0.5999, 0.9984, 0.6924], [-1.8686, -0.2586, -1.2125], [-1.3314, -0.5668, 0.1835], [1.5069, -1.2465, 0.0907], [1.9481, 0.8913, 0.6932], [-0.0385, -0.0583, 0.3944], [3.4239, -0.5945, 0.3248], [0.1485, 1.9519, 0.9398], [-2.8295, -0.7538, -1.3241], [-1.2003, -0.6317, -1.9806], [-2.0138, 0.8086, -1.3590], [-1.2711, -1.6505, 0.3258], [-2.0074, -0.1615, 0.9482], [2.5711, 1.6517, 0.9317]], "mulliken_charge": [0.043, 0.056, -1.078, -0.309, -0.245, -0.064, -0.096, 0.396, 0.423, 0.338, 0.346, 0.344, 0.262, 0.360, 0.223], "gap_ev": 10.06, "homo_energy_ev": -15.545, "charge": 1, "e_lumo_ev": -5.483, "e_above_lowest_ev": 3.661, "molar_mass_g_mol": 98.1}

---

# 3
{"formula": "C4H8N3", "method": "ωB97M-V/def2-TZVPD", "elements": ["C", "C", "C", "C", "N", "N", "N", "H", "H", "H", "H", "H", "H", "H", "H"], "coordinates": [[1.5886, 0.7411, -0.3829], [1.0611, -1.5058, 0.1030], [0.9621, 1.7159, 0.3321], [-1.0433, -0.2569, 0.4030], [1.9128, -0.5876, -0.1007], [-0.3518, -1.4027, -0.0088], [-2.1423, -0.0037, -0.2631], [1.6492, 0.9684, -1.4804], [1.3648, -2.4833, 0.5127], [1.1023, 1.4685, 1.3996], [0.6960, 2.7657, -0.0413], [-0.6073, 0.3407, 1.2410], [-1.0167, -1.9863, -0.7345], [-2.7810, 0.8129, 0.0393], [-2.3944, -0.5868, -1.0191]], "mulliken_charge": [0.133, -0.012, -1.023, 0.259, -0.355, -0.301, -0.368, 0.322, 0.362, 0.451, 0.279, 0.473, 0.294, 0.295, 0.190], "gap_ev": 9.00, "homo_energy_ev": -13.388, "charge": 1, "e_lumo_ev": -4.385, "smiles": "C=C/N=C\\NC=[NH2+]", "e_above_lowest_ev": 3.991, "molar_mass_g_mol": 98.1}

---

# 4
{"formula": "C4H8N3", "method": "ωB97M-V/def2-TZVPD", "elements": ["C", "C", "C", "C", "N", "N", "N", "H", "H", "H", "H", "H", "H", "H", "H"], "coordinates": [[0.1731, 2.1419, -0.8113], [-0.4570, 1.0695, -0.1282], [0.9152, 0.1903, -1.5904], [-0.8292, -1.9442, 0.9966], [1.1208, 1.4973, -1.5945], [-0.0403, -0.0969, -0.6790], [-0.4547, -1.4932, 2.1448], [-0.0219, 3.1614, -0.6259], [-1.2005, 0.9904, 0.6102], [1.5072, -0.5606, -2.2143], [-1.1825, -3.0521, 1.0462], [-0.6573, -1.4141, 0.0678], [1.7539, 2.0295, -2.2297], [-0.1945, -0.5255, 1.9915], [-0.4325, -1.9938, 3.0163]], "mulliken_charge": [-0.681, -0.149, -0.275, -0.055, -0.076, -0.408, -0.142, 0.396, 0.467, 0.344, 0.266, 0.525, 0.257, 0.270, 0.261], "gap_ev": 8.05, "homo_energy_ev": -12.677, "charge": 1, "e_lumo_ev": -4.623, "e_above_lowest_ev": 2.928, "molar_mass_g_mol": 98.1}

---

# 5
{"formula": "C4H8N3", "method": "ωB97M-V/def2-TZVPD", "elements": ["C", "C", "C", "C", "N", "N", "N", "H", "H", "H", "H", "H", "H", "H", "H"], "coordinates": [[-1.6421, -1.2594, 0.0009], [3.6378, 0.2631, -0.1415], [-1.5798, 0.1145, 0.4887], [2.3600, -0.0345, 0.0061], [1.2633, -0.4846, 0.4948], [-0.1814, -0.4422, -0.2433], [-2.0531, 1.2229, -0.0641], [-2.0116, -1.6266, -0.9652], [-1.7867, -2.1217, 0.7563], [4.0357, 1.1872, 0.0016], [4.3564, -0.4841, -0.3283], [-1.3119, 0.2007, 1.6187], [-0.3566, 0.1462, -1.1636], [-2.4536, 1.3057, -1.0003], [-2.2766, 2.0128, 0.5392]], "mulliken_charge": [-0.372, -0.690, 0.188, 0.536, -0.353, -0.090, -0.417, 0.253, 0.254, 0.295, 0.276, 0.328, 0.323, 0.234, 0.236], "gap_ev": 9.40, "homo_energy_ev": -13.693, "charge": 1, "e_lumo_ev": -4.293, "smiles": "C=C=N[N@H+]1C[C@@H]1N", "e_above_lowest_ev": 7.099, "molar_mass_g_mol": 98.1}

---

# 6
{"formula": "C4H8N3", "method": "ωB97M-V/def2-TZVPD", "elements": ["C", "C", "C", "C", "N", "N", "N", "H", "H", "H", "H", "H", "H", "H", "H"], "coordinates": [[2.0718, 2.6991, -1.0356], [2.3150, 1.5604, -0.7625], [-0.5662, -0.5233, 0.3812], [-1.6169, -1.5997, -0.0182], [0.4439, -0.9680, -0.1819], [-0.9467, 0.6237, 0.9659], [2.4326, 0.3706, -0.3045], [2.1165, 3.6962, -1.3803], [-1.8890, -2.2321, 0.7810], [-1.1680, -2.1627, -0.9356], [-2.3503, -1.0109, -0.4804], [-1.9054, 1.0136, 0.8678], [-0.2750, 1.3457, 1.1418], [2.4732, -0.5806, -0.8619], [2.7589, 0.2123, 0.6974]], "lowdin_spin": [0.456, 0.161, 0.096, 0.105, 0.747, 0.010, 0.377, 0.021, 0.005, 0.008, 0.013, 0.001, 0.002, -0.004, 0.002], "gap_ev": [8.79, 5.11], "homo_energy_ev": [-12.311, -13.174], "s_squared": 2.027, "charge": 1, "multiplicity": 3, "e_lumo_ev": [-3.519, -8.065], "e_above_lowest_ev": 2.606, "molar_mass_g_mol": 98.1}

---

Number 1: largest force on an atom 6.5 eV/Å. Number 2: largest force on an atom 5.3 eV/Å. Number 3: largest force on an atom 4.4 eV/Å. Number 4: largest force on an atom 6.1 eV/Å. Number 5: largest force on an atom 3.5 eV/Å. Number 6: largest force on an atom 3.7 eV/Å.